Computed, not measured: C5H8O2 in the gas phase, with ωB97M-V/def2-TZVPD.

Results
- LUMO level: 0.0273 Ha
- Energy relative to the best compared isomer or geometry (same formula, charge and spin): 262.2 kJ/mol
- HOMO: -9.754 eV
- Charge: 0
- Largest force on an atom: 0.01242 hartree/bohr
- E_tot: -9407.1143 eV
- Gap between HOMO and LUMO: 0.386 hartree

Each line ends with the natural charge from an NBO analysis.
Positions of all 15 atoms, in Å:
O  0.463  -1.676  0.789  -0.695
O  1.164  0.922  1.339  -0.701
C  -0.186  -1.013  -0.278  0.020
C  -2.490  0.219  0.284  -0.228
C  -1.420  -0.308  0.119  -0.064
C  1.108  1.188  -0.044  -0.065
C  0.799  -0.040  -0.925  -0.430
H  -3.487  0.592  0.376  0.244
H  2.089  1.582  -0.330  0.185
H  -0.521  -1.753  -1.021  0.197
H  0.356  0.286  -1.877  0.215
H  0.273  0.672  1.617  0.467
H  0.360  1.967  -0.258  0.160
H  1.701  -0.606  -1.176  0.220
H  -0.208  -2.031  1.385  0.474